Density functional theory data (ωB97M-V/def2-TZVPD) for 16 unconnected molecules or ions with the total composition C22H68F6N28O18.

Calculated values
**E_tot**: -118803.4517 eV
**HOMO level**: -2.15 eV
**HOMO-LUMO gap**: 4.58 eV
**Net charge**: -2
**F_max**: 9.0 eV/Å
**Energy relative to the best compared isomer or geometry (same formula, charge and spin)**: 12.4964 eV

Geometry (Å):
C (0.1816, 6.1313, 6.4480)
O (-0.7714, 5.5945, 5.5113)
O (-0.0698, 7.5415, 6.5948)
C (0.4714, 5.1431, 7.6522)
F (0.3024, 3.8707, 7.2319)
F (1.7101, 5.1454, 8.1838)
F (-0.3227, 5.3962, 8.6449)
C (-2.1054, 5.2766, 5.8806)
C (-2.8835, 4.8461, 4.6167)
H (-2.7993, 5.7072, 3.9538)
H (-2.3304, 4.0580, 4.1057)
H (-3.9262, 4.5864, 4.7994)
H (-2.5642, 6.1322, 6.3763)
H (-2.1875, 4.4608, 6.5988)
H (1.0630, 6.2509, 5.8180)
C (0.2304, -1.1962, -1.2040)
O (0.2577, 0.2077, -1.3027)
O (0.6259, -1.7127, -2.4359)
C (0.9400, -1.7230, 0.1809)
F (1.6392, -2.8708, 0.0282)
F (1.6738, -0.8726, 0.8027)
F (0.0807, -2.0178, 1.0945)
C (-0.4670, 0.9977, -0.4102)
C (0.1826, 2.4225, -0.5810)
H (-0.1411, 3.2698, 0.0235)
H (1.2718, 2.3819, -0.5857)
H (-0.1627, 2.7130, -1.5731)
H (-0.4842, 0.7205, 0.6438)
H (-1.5140, 1.0753, -0.7030)
H (-0.8336, -1.3284, -1.0073)
C (0.5618, 7.1430, -4.3340)
O (1.4571, 7.7635, -3.7753)
N (0.8467, 5.9726, -4.8459)
N (-0.6789, 7.5324, -4.5264)
H (0.0306, 5.4386, -5.1085)
H (1.7817, 5.5909, -4.8564)
H (-1.1704, 6.9004, -5.1422)
H (-0.9131, 8.4326, -4.1330)
C (0.5824, -7.2038, 3.8789)
O (-0.3887, -7.8491, 4.1062)
N (0.7583, -6.0203, 4.3220)
N (1.3990, -7.4963, 2.9491)
H (1.3456, -5.3260, 3.8824)
H (0.0714, -5.6087, 4.9374)
H (1.0475, -8.2269, 2.3468)
H (2.2727, -6.9904, 2.9215)
C (3.8221, 2.4051, 3.8505)
O (4.4555, 3.2638, 4.3289)
N (3.4629, 2.2035, 2.5833)
N (3.4327, 1.3413, 4.5079)
H (2.7488, 1.5906, 2.2164)
H (3.9973, 2.7900, 1.9584)
H (3.6513, 1.2315, 5.4879)
H (3.0114, 0.5885, 3.9827)
C (-5.0020, -3.2766, -5.0463)
O (-5.2769, -2.7849, -6.1588)
N (-4.5658, -4.5243, -4.9089)
N (-5.0733, -2.7148, -3.9131)
H (-4.6154, -5.1206, -5.7226)
H (-4.6972, -4.9987, -4.0269)
H (-5.7074, -1.9332, -3.8286)
H (-4.6783, -3.2807, -3.1756)
C (7.4340, -0.0043, -0.2656)
O (7.3779, -1.0934, 0.2962)
N (6.4457, 0.8000, -0.3918)
N (8.5101, 0.4498, -0.8516)
H (5.6327, 0.6074, 0.1756)
H (6.5359, 1.6542, -0.9231)
H (8.4661, 1.3443, -1.3184)
H (9.4031, -0.0219, -0.8411)
C (-3.8583, -4.8792, 1.7405)
O (-4.2872, -4.2761, 0.8271)
N (-3.1831, -5.9941, 1.6267)
N (-3.8230, -4.4632, 2.9787)
H (-2.5813, -6.2331, 2.4018)
H (-3.2076, -6.4665, 0.7343)
H (-3.3216, -4.9597, 3.7013)
H (-3.8737, -3.4737, 3.1747)
C (-7.3585, -0.1071, 1.3896)
O (-7.2692, -0.7837, 2.3734)
N (-6.5588, -0.1101, 0.3793)
N (-8.3120, 0.8513, 1.3073)
H (-6.0569, -0.9844, 0.3182)
H (-6.6551, 0.5095, -0.4125)
H (-9.0164, 0.5124, 1.9469)
H (-8.1678, 1.8509, 1.3204)
C (5.4896, -4.6025, 3.7209)
O (5.6164, -5.3597, 4.6484)
N (5.1521, -3.3722, 3.8884)
N (5.9807, -4.9061, 2.5529)
H (5.4854, -2.8227, 3.1093)
H (4.7520, -3.0849, 4.7702)
H (6.0769, -4.2368, 1.8026)
H (6.5361, -5.7494, 2.5743)
C (5.4645, -1.0873, -4.8747)
O (6.5493, -0.9960, -5.2996)
N (4.4053, -0.3450, -5.0809)
N (5.1017, -2.0158, -4.0845)
H (4.3288, 0.4690, -5.6739)
H (3.5771, -0.6468, -4.5878)
H (4.1514, -2.0467, -3.7437)
H (5.7927, -2.6637, -3.7341)
C (0.4524, -7.9311, -3.2664)
O (0.5206, -9.1909, -3.1384)
N (-0.4888, -7.0796, -3.0133)
N (1.3733, -7.1967, -3.7853)
H (-1.3808, -7.4331, -2.6979)
H (-0.4569, -6.0900, -3.2125)
H (2.2477, -7.6601, -3.9871)
H (1.5039, -6.2238, -3.5474)
C (-2.7119, 2.2992, -6.0675)
O (-2.4403, 3.4104, -5.9504)
N (-3.6947, 1.7738, -6.7679)
N (-2.1866, 1.3716, -5.3491)
H (-4.2746, 2.3800, -7.3304)
H (-3.8879, 0.8006, -6.5793)
H (-2.4694, 0.4090, -5.2327)
H (-1.4073, 1.6855, -4.7886)
C (-0.8224, 10.1678, 1.2850)
O (-0.3984, 11.3023, 1.4284)
N (-0.7638, 9.1756, 2.1705)
N (-1.1412, 9.7234, 0.1546)
H (-0.9709, 8.1956, 2.0408)
H (-0.5198, 9.4515, 3.1109)
H (-1.5582, 8.8072, 0.0721)
H (-0.9581, 10.2518, -0.6865)
C (-1.8193, -1.2455, 6.4179)
O (-1.6307, -2.4079, 6.5538)
N (-1.2032, -0.6771, 5.3552)
N (-2.5247, -0.6291, 7.2510)
H (-0.6919, -1.3248, 4.7728)
H (-1.1759, 0.2818, 5.0392)
H (-2.8999, -1.1672, 8.0189)
H (-2.8237, 0.3198, 7.0773)
C (-0.2554, -1.6815, -8.8087)
O (-0.5828, -1.2430, -9.8451)
N (0.5580, -1.1669, -8.0293)
N (-0.6187, -2.8548, -8.3932)
H (1.2856, -0.6085, -8.4523)
H (0.6743, -1.6387, -7.1439)
H (-1.3708, -3.3001, -8.8994)
H (-0.2583, -3.3601, -7.5964)

---

Density functional theory data (ωB97M-V/def2-TZVPD) for 10 unconnected molecules or ions with the total composition C22H69N9O10.

Calculated values
**E_tot**: -57818.8596 eV
**HOMO level**: -9.11 eV
**HOMO-LUMO gap**: 8.75 eV
**SMILES**: COC[C@H](C)N.COC[C@H](C)N.COC[C@H](C)N.COC[C@H](C)N.COC[C@H](C)N.NC(N)=O.NC(N)=O.O.O.O
**F_max**: 1.4 eV/Å
**Energy relative to the best compared isomer or geometry (same formula, charge and spin)**: 0.3840 eV

Geometry (Å):
C (-3.5547, -4.2048, 1.2709)
O (-2.3983, -4.0336, 2.0423)
C (-1.5884, -2.9822, 1.5587)
C (-0.4983, -2.6589, 2.5815)
C (-0.8802, -1.6301, 3.6297)
N (0.7653, -2.2096, 1.9512)
H (-4.2825, -4.8031, 1.8227)
H (-3.3460, -4.8036, 0.3687)
H (-4.0157, -3.2610, 0.9686)
H (-1.1383, -3.2712, 0.6024)
H (-2.2043, -2.0763, 1.4271)
H (-0.2690, -3.6090, 3.0789)
H (-1.8285, -1.8596, 4.1191)
H (-0.9920, -0.6552, 3.1495)
H (-0.0563, -1.5422, 4.3329)
H (1.1928, -2.9938, 1.4670)
H (0.5126, -1.5916, 1.1797)
C (4.8383, 1.2275, 4.5832)
O (3.5352, 1.3474, 4.0900)
C (3.2359, 2.5963, 3.5282)
C (1.7343, 2.6970, 3.3126)
C (1.3016, 1.9843, 2.0527)
N (1.3494, 4.1186, 3.3500)
H (5.4647, 0.6206, 3.9129)
H (4.8506, 0.7652, 5.5699)
H (5.3634, 2.1883, 4.6597)
H (3.5727, 3.4356, 4.1497)
H (3.7615, 2.6973, 2.5581)
H (1.3177, 2.2160, 4.2035)
H (0.2321, 1.7744, 1.9898)
H (1.7884, 1.0078, 1.9349)
H (1.5815, 2.5163, 1.1351)
H (1.8687, 4.5741, 2.5958)
H (0.3891, 4.1977, 3.0197)
C (-3.2895, 4.9142, 3.2455)
O (-3.6627, 3.7214, 3.8907)
C (-2.9510, 2.5879, 3.4286)
C (-3.3051, 2.1510, 2.0094)
C (-4.8042, 2.0300, 1.7945)
N (-2.6794, 0.8595, 1.6937)
H (-3.4165, 4.8311, 2.1603)
H (-2.2245, 5.1144, 3.4424)
H (-3.8845, 5.7427, 3.6128)
H (-1.8735, 2.7962, 3.5015)
H (-3.2641, 1.7889, 4.1033)
H (-2.9535, 2.8842, 1.2748)
H (-5.0237, 1.6493, 0.8024)
H (-5.2727, 2.9990, 1.9716)
H (-5.2345, 1.3860, 2.5715)
H (-1.7090, 0.7711, 1.9719)
H (-3.1732, 0.1552, 2.2376)
C (4.6843, -1.5157, 0.1059)
O (4.6274, -0.9788, -1.2159)
C (5.7186, -0.1847, -1.6114)
C (5.9060, -0.1721, -3.1223)
C (4.7141, 0.4083, -3.8600)
N (6.2274, -1.4972, -3.6975)
H (4.0487, -2.4010, 0.1103)
H (4.2510, -0.8263, 0.8359)
H (5.7130, -1.7837, 0.3461)
H (5.5588, 0.8578, -1.2753)
H (6.6574, -0.4980, -1.1377)
H (6.7769, 0.4798, -3.2500)
H (3.8244, -0.2142, -3.7973)
H (4.9895, 0.6191, -4.8919)
H (4.4817, 1.3980, -3.4328)
H (7.1604, -1.7814, -3.4173)
H (5.5979, -2.1865, -3.2908)
C (-3.4998, 0.0290, -2.1795)
O (-4.6375, -0.5948, -2.7186)
C (-4.9351, -1.7957, -2.0445)
C (-5.9051, -2.6345, -2.8695)
C (-7.1171, -3.0925, -2.0827)
N (-5.2114, -3.7759, -3.4998)
H (-3.3600, 0.9790, -2.6942)
H (-2.5761, -0.5549, -2.2895)
H (-3.6481, 0.2168, -1.1073)
H (-4.0005, -2.3785, -1.9266)
H (-5.2642, -1.6462, -1.0061)
H (-6.2007, -1.9035, -3.6394)
H (-7.7174, -3.8044, -2.6551)
H (-7.7529, -2.2465, -1.8271)
H (-6.8046, -3.6441, -1.1922)
H (-5.7439, -4.0407, -4.3286)
H (-4.3804, -3.3851, -3.9501)
N (2.0053, 0.7354, -1.2606)
C (0.9131, 0.0043, -0.9103)
N (-0.2109, 0.7407, -0.6420)
O (0.9184, -1.2272, -0.8669)
H (2.8806, 0.2341, -1.3225)
H (2.0472, 1.7218, -1.4428)
H (-0.2047, 1.7458, -0.6342)
H (-1.0386, 0.2026, -0.4494)
N (2.2107, -4.3296, -4.3233)
C (3.2520, -3.8548, -3.5508)
N (2.8997, -2.9160, -2.6221)
O (4.4069, -4.2327, -3.7076)
H (1.3436, -3.8256, -4.3596)
H (2.3983, -4.9751, -5.0662)
H (1.9460, -2.6060, -2.5473)
H (3.5835, -2.6051, -1.9599)
O (2.4606, 3.5232, -2.3598)
H (2.2027, 3.1872, -3.2261)
H (3.4217, 3.4615, -2.3520)
O (-1.5106, 2.7729, -3.4152)
H (-1.3643, 2.3929, -4.2862)
H (-0.6648, 2.7241, -2.9625)
O (0.0106, 4.3353, -1.1313)
H (0.8930, 4.2663, -1.5256)
H (0.1359, 4.9120, -0.3726)

---

- Look up the HOMO level of the second one.
  -9.11 eV

---

- Which value of E_tot does entry 2 give?
  -57818.8596 eV